# 1
A structure of composition C19H23F5NPPtS. Source: OMol25; level of theory: ωB97M-V with the def2-TZVPD basis set.

```
51
Properties=species:S:1:pos:R:3
Pt -0.046 -0.013 -0.064
S 1.574 1.563 0.589
P -1.582 -1.619 -0.139
F 2.911 0.616 3.090
F 0.040 2.862 6.124
F -0.354 3.680 1.474
F -1.246 4.080 4.031
F 2.161 1.180 5.658
N 0.432 1.053 -3.783
C -0.473 -3.065 0.184
C 2.713 -2.346 -2.570
C 0.434 2.610 4.860
C 1.496 1.733 4.623
C -2.274 -2.062 -1.763
C 1.035 -1.531 -1.050
C 1.140 1.095 -2.552
C 2.331 0.130 -2.462
C -0.176 -0.165 -4.247
C 1.414 -3.911 -1.287
C 2.410 -3.657 -2.227
C -2.983 -1.766 0.978
C -0.269 2.254 -4.173
C 0.696 -2.853 -0.732
C 0.188 2.968 2.490
C 1.181 2.005 2.210
C -0.221 3.235 3.795
C 1.867 1.443 3.313
C 2.000 -1.263 -2.018
H 1.164 -4.932 -0.994
H -1.013 -4.005 0.025
H 3.499 -2.130 -3.289
H -0.457 -0.007 -5.299
H -1.194 1.209 0.264
H -0.202 -3.005 1.252
H -1.256 0.589 0.983
H 1.493 2.131 -2.443
H -2.825 -3.009 -1.672
H -2.968 -1.272 -2.076
H -0.555 2.161 -5.228
H 0.388 0.936 -1.687
H 2.822 0.106 -3.444
H -1.491 -2.189 -2.517
H -3.726 -1.009 0.695
H -3.428 -2.766 0.871
H -2.655 -1.610 2.013
H 0.393 3.119 -4.039
H -1.109 -0.418 -3.707
H -1.188 2.426 -3.579
H 3.039 0.583 -1.754
H 0.514 -1.015 -4.176
H 2.944 -4.485 -2.690
```

Summary:
* 2S+1: 5
* total charge: +2
* molecular weight: 618.51 g mol⁻¹
* gap between HOMO and LUMO (spin up / spin down): 5.44 / 4.62 eV


# 2
A cluster of 2 separate species, C19H23N2O3 in total. Source: OMol25; level of theory: ωB97M-V with the def2-TZVPD basis set.

```
47
Properties=species:S:1:pos:R:3
O -2.455 0.346 2.783
O -7.393 -2.947 0.509
O -2.932 -2.498 3.175
N 3.799 1.643 -0.667
N 5.373 0.860 -1.922
C -3.751 -3.539 1.025
C -3.590 -2.361 2.109
C -4.366 -0.997 1.730
C 5.399 0.491 -4.394
C -5.728 -1.094 0.964
C -6.493 0.187 0.578
C -4.993 -3.622 0.327
C -4.492 1.668 1.749
C 5.768 0.670 -0.610
C 0.717 -0.797 0.874
C 4.172 1.444 -1.932
C -5.842 1.546 0.995
C -1.501 0.248 1.669
C 2.544 2.276 -0.269
C 4.779 1.167 0.179
C -3.737 0.367 2.115
C -0.006 -0.067 2.142
C -6.202 -2.588 0.607
C 6.183 0.505 -3.097
H 6.615 -0.483 -2.919
H 1.849 -0.862 0.986
H 4.978 1.477 -4.611
H 2.505 3.280 -0.694
H -1.583 1.217 1.050
H 0.219 -1.835 0.790
H 3.595 1.720 -2.802
H 6.718 0.208 -0.405
H -6.408 2.489 0.700
H 2.482 2.339 0.817
H 7.002 1.227 -3.161
H 0.582 0.905 2.318
H 0.401 -0.244 -0.093
H 0.053 -0.790 3.020
H -4.046 2.688 2.034
H -2.865 -4.225 0.839
H 4.644 1.249 1.244
H 1.713 1.681 -0.648
H -1.794 -0.599 0.935
H -5.057 -4.450 -0.461
H -7.472 0.113 -0.006
H 6.045 0.214 -5.229
H 4.575 -0.226 -4.343
```

Summary:
* ΔE to the lowest compared entry with this formula, charge and spin: 8.014 eV
* 2S+1: 1
* total charge: +1
* molecular weight: 327.40 g mol⁻¹
* gap between HOMO and LUMO: 7.80 eV


# 3
An isolated molecule of C19H23N3O2. Source: OMol25; level of theory: ωB97M-V with the def2-TZVPD basis set.

```
47
Properties=species:S:1:pos:R:3
O -0.644 0.364 4.430
O 5.415 -0.335 1.632
N 3.982 -0.237 -0.116
N 4.536 -0.344 -2.283
N 3.307 -0.660 3.413
C -3.164 1.106 1.185
C 3.171 -0.325 2.105
C 4.930 -0.509 -0.948
C 2.077 -0.630 4.061
C 4.272 -0.292 1.232
C -1.107 -0.717 1.027
C -4.267 0.273 -0.977
C 1.885 -0.016 1.840
C 5.563 -0.423 -3.335
C 1.161 -0.222 3.103
C -3.702 1.255 -2.045
C -1.164 0.129 2.160
C -0.231 0.055 3.310
C -2.212 1.046 2.204
C -5.608 0.781 -0.372
C -2.091 -0.679 0.030
C 3.188 0.208 -2.562
C -4.562 -1.109 -1.559
C -3.171 0.194 0.112
H -6.431 0.564 -1.037
H -5.585 1.842 -0.196
H -3.706 -1.523 -2.086
H -2.327 1.708 3.090
H -3.563 2.276 -1.650
H 2.907 0.029 -3.617
H -1.902 -1.374 -0.767
H 4.182 -0.894 3.874
H 2.434 -0.331 -1.981
H -0.277 -1.428 0.898
H 6.314 0.338 -3.222
H -2.730 0.924 -2.381
H -4.805 -1.783 -0.744
H 5.904 -0.831 -0.619
H 6.090 -1.378 -3.332
H -5.409 -1.026 -2.266
H 5.144 -0.293 -4.348
H -5.833 0.318 0.602
H 3.106 1.287 -2.312
H -4.378 1.371 -2.878
H 1.827 -0.842 5.104
H 1.459 0.312 0.915
H -3.986 1.823 1.309
```

Summary:
* ΔE to the lowest compared entry with this formula, charge and spin: 2.340 eV
* 2S+1: 1
* total charge: 0
* molecular weight: 325.41 g mol⁻¹
* gap between HOMO and LUMO: 9.06 eV


# 4
An isolated molecule of C19H23N3O4. Source: OMol25; level of theory: ωB97M-V with the def2-TZVPD basis set.

```
49
Properties=species:S:1:pos:R:3
O 3.259 1.365 -4.079
O -3.480 -0.662 1.832
O 0.656 1.231 2.012
O 2.755 0.150 -5.928
N 1.481 0.065 -4.023
N -1.360 0.199 1.624
N 0.554 -0.783 -4.509
C -1.898 -0.268 -2.000
C 0.298 -1.045 -1.429
C -0.415 0.851 2.403
C -2.842 -0.483 4.773
C -2.429 0.518 3.689
C -1.413 -2.088 -4.479
C -0.432 -1.178 -3.811
C -2.123 0.074 -0.681
C -2.310 0.000 6.119
C 2.523 0.488 -4.802
C -1.135 -0.152 0.269
C -0.969 0.960 3.807
C 0.075 -0.721 -0.105
C -0.684 -0.824 -2.394
C 4.427 1.876 -4.721
C 5.592 0.901 -4.626
C -2.546 -0.066 2.295
C -0.772 0.026 6.140
C -0.176 0.028 4.731
H 5.797 0.659 -3.586
H 1.233 -1.508 -1.713
H -0.863 1.987 4.165
H 1.404 0.456 -3.085
H -2.701 1.003 6.303
H 0.839 -0.901 0.634
H -2.395 -1.621 -4.528
H 6.477 1.347 -5.069
H -0.389 -0.845 6.672
H -2.446 -1.474 4.546
H -2.683 -0.646 6.914
H 4.192 2.081 -5.771
H -2.666 -0.081 -2.734
H 5.351 -0.013 -5.163
H -3.099 1.382 3.739
H 0.865 0.352 4.762
H -0.194 -0.982 4.316
H -0.433 0.912 6.678
H 4.648 2.808 -4.198
H -3.065 0.508 -0.386
H -1.069 -2.307 -5.485
H -3.929 -0.564 4.796
H -1.510 -3.013 -3.914
```

Summary:
* ΔE to the lowest compared entry with this formula, charge and spin: 1.956 eV
* 2S+1: 1
* total charge: 0
* molecular weight: 357.41 g mol⁻¹
* gap between HOMO and LUMO: 9.34 eV


- Which value of 2S+1 does entry 2 give?
  1


- total charge of number 4 (C19H23N3O4)?
  0


- What is the 2S+1 in the first record?
  5